Computed, not measured: C37H85AsF7N2O19S5 as an isolated structure in a non-equilibrium geometry, with the ωB97M-V functional and the def2-TZVPD basis.

Structure (ORCA input):
```
! RIJCOSX wB97M-V def2-TZVPD def2/J DEFGRID3
* xyz 1 1
F 1.773 -0.341 -1.297
H 0.019 5.163 -0.283
O 2.726 3.581 -5.134
C 2.150 -1.734 -7.339
C 2.508 -3.730 2.904
H 2.129 -1.068 2.663
O -5.132 -2.985 -4.570
H -0.876 -1.832 -4.172
H -6.538 -5.791 1.473
H -0.365 -2.239 4.196
F 2.561 -2.607 -8.256
H -2.067 1.939 -4.412
H 5.647 1.240 3.586
H 1.410 -5.757 -0.681
H 2.362 5.196 -1.405
H 1.539 -0.769 4.171
H 5.859 -0.971 2.073
H -0.379 -4.749 1.453
F -1.228 0.074 0.372
C -2.035 5.412 2.607
S 2.671 4.610 2.716
C -0.736 -3.704 -3.204
H 3.419 1.869 0.403
H -1.887 -0.258 3.803
H -3.338 0.658 4.233
O -4.751 -1.812 2.315
As 0.290 -0.158 -0.445
H -1.208 6.116 2.602
C 4.811 0.233 0.529
H 2.288 6.843 5.769
C -1.527 -2.441 -3.541
C -0.717 3.309 -5.129
C -4.135 -0.730 -3.690
C -6.721 -5.142 0.616
H 1.587 -5.859 1.062
H -2.491 1.340 -1.876
N 2.140 -1.401 3.641
F 1.100 -0.370 1.113
C 1.779 3.052 2.702
H -6.387 -5.664 -0.280
C -1.105 -7.285 0.436
H 1.945 -1.336 -3.938
H -1.747 -1.967 -2.586
H -3.837 -2.192 -0.250
H -0.113 -3.947 4.211
H 6.741 0.449 1.465
H -3.389 2.082 -0.497
S -3.848 -2.887 2.003
H 0.748 7.455 5.048
H 3.065 -1.282 4.067
H -0.876 2.382 -3.186
H -6.061 -3.103 0.089
C -3.055 -2.451 0.455
H 0.164 4.808 4.884
N -1.328 2.208 4.926
H -0.721 3.043 4.946
H 4.129 0.611 3.167
H -0.750 1.807 2.979
H 1.016 3.193 1.937
C 1.535 0.491 -6.742
H -0.299 2.448 -5.644
H -2.420 -5.578 0.512
H 1.587 3.582 -1.114
H -2.905 0.243 2.558
C -2.431 3.036 2.902
C 1.523 0.129 -5.400
H 1.924 -0.185 -8.767
S 2.998 3.805 -3.755
H -0.153 -3.092 2.671
C 1.904 -0.415 -7.709
C 5.758 0.052 1.711
H 3.686 1.462 -3.464
H -2.476 -1.567 0.712
H -2.413 5.373 1.579
H 1.246 1.513 -6.953
C 1.694 -2.843 3.814
C 0.197 -3.037 3.701
S -3.667 3.210 -2.566
H -5.009 -0.430 -3.119
F 0.551 1.573 -0.358
C 1.864 -1.161 -5.003
H -1.652 -5.951 -1.087
H -2.087 2.317 5.604
H -0.424 -4.280 -4.076
S -4.128 -2.536 -3.670
H 5.766 -4.130 2.609
H 4.623 -5.452 2.471
H -1.361 -4.336 -2.571
H 5.140 2.314 -0.088
H 0.159 6.155 -1.816
O 2.827 5.088 1.392
H -1.538 -8.049 -0.203
H 0.196 -3.451 -2.693
H 2.211 1.867 -2.528
H -1.259 -7.472 1.502
O 4.028 4.714 -3.363
H 3.802 2.440 -1.995
O -1.510 4.117 2.910
H 2.090 -4.742 2.935
C 1.557 4.514 -1.686
C -6.003 -3.840 0.891
H -6.500 -3.403 1.763
H 3.923 -0.402 0.492
C -1.706 1.868 3.500
O -2.855 -3.394 2.914
F 0.008 -1.881 -0.490
H -1.869 2.820 -1.004
H -7.794 -4.990 0.514
H 2.526 -3.069 -5.756
O -2.663 -2.783 -4.338
H 0.763 6.431 6.467
C -2.521 0.590 3.515
O -4.254 4.361 -1.966
H -0.686 1.489 5.274
H -3.377 3.295 3.397
H 2.436 2.210 2.510
H -1.281 3.942 -5.808
O 0.326 -7.302 0.214
H 2.325 -3.329 1.892
C 1.261 6.614 5.506
H 4.518 -4.021 1.395
H -4.038 -0.500 -4.742
C -2.731 2.255 -1.347
H -2.671 2.906 1.841
C 5.070 0.971 2.696
H 5.338 -0.005 -0.400
C 0.871 -6.000 0.242
H -2.348 -3.212 0.146
C 0.238 5.173 -1.353
O -4.404 2.286 -3.375
C -1.513 -5.891 -0.009
H -3.288 -0.428 -3.075
H 0.095 3.870 -4.678
C -0.327 -5.040 0.401
F -0.535 -0.037 -1.982
O 1.571 5.596 3.404
H -2.827 5.676 3.309
C 4.722 -4.364 2.416
H 2.028 -2.970 4.849
O 4.793 2.130 1.935
H 1.249 0.820 -4.610
C 2.190 -2.066 -6.003
H 1.288 2.908 3.665
O 3.834 -3.730 3.321
H -0.183 -4.151 -0.210
C 1.124 5.310 4.739
C 4.493 1.749 0.579
O -4.693 -4.140 1.453
O -4.097 -3.026 -2.319
H 1.891 4.619 5.116
C -1.544 2.783 -3.949
C 3.185 2.214 -2.862
O -2.477 3.754 -3.494
O 1.605 4.338 -3.107
H -0.618 4.616 -1.755
O 3.768 4.532 3.622
*
```

Summary:
Orbital gap: 0.22453 Ha
E_HOMO: -10.527 eV
Energy: -215659.8918 eV

These are the Löwdin partial charges, in e, on atoms 1 to 5: atom 1 (F): -0.2257, atom 2 (H): 0.0717, atom 3 (O): -0.2640, atom 4 (C): -0.2905, atom 5 (C): -0.2191



Computed, not measured: C3H5CsO3 as an isolated structure in a non-equilibrium geometry, with the ωB97M-V functional and the def2-TZVPD basis.

Structure (ORCA input):
```
! RIJCOSX wB97M-V def2-TZVPD def2/J DEFGRID3
* xyz 0 1
C 0.977 0.594 -0.561
C -0.383 -1.348 -0.026
Cs -1.501 -0.882 4.016
H -0.275 0.252 -2.325
H 1.719 0.000 -1.108
O 0.768 -0.220 0.604
O -1.170 -0.376 -0.587
H 0.677 0.265 2.107
O -0.940 -2.030 0.824
H -0.875 1.563 -1.279
C -0.376 0.588 -1.285
H 1.378 1.595 -0.380
*
```

Summary:
Orbital gap (alpha / beta): 0.18467 / 0.19945 Ha
E_HOMO (alpha / beta): -5.898 / -6.178 eV
Energy: -9876.7986 eV
Energy above the lowest of the compared OMol25 structures with the same formula, charge and spin: 432.5 kJ/mol

These are the natural (NBO) partial charges, in e, on atoms 1 to 5: atom 1 (C): -0.1244, atom 2 (C): 0.7104, atom 3 (Cs): 0.9313, atom 4 (H): 0.1699, atom 5 (H): 0.1759



Computed, not measured: a 9-piece molecular cluster, C18H54O18 overall in a non-equilibrium geometry, with the ωB97M-V functional and the def2-TZVPD basis.

Structure (ORCA input):
```
! RIJCOSX wB97M-V def2-TZVPD def2/J DEFGRID3
* xyz 0 1
H 11.735 7.454 10.382
H 9.788 6.470 7.487
O 11.544 10.423 11.315
H 8.534 8.631 6.153
H 13.810 8.873 9.537
O 6.480 9.367 8.687
H 14.958 10.686 11.028
C 7.198 9.844 10.990
H 11.347 7.721 8.134
H 6.382 8.058 10.195
H 7.588 14.294 8.032
H 11.197 8.560 6.610
H 6.719 15.764 9.132
H 6.757 11.355 15.186
H 9.886 11.512 15.935
H 10.725 7.061 14.587
H 7.999 12.328 17.534
C 6.286 9.136 10.060
H 8.765 7.601 8.245
C 9.412 8.748 14.231
H 5.617 9.243 8.286
O 9.273 5.936 11.995
H 11.186 7.726 12.011
H 11.446 12.231 10.425
O 9.724 7.512 16.197
O 8.811 15.004 11.454
H 10.743 10.007 10.990
H 6.934 14.366 10.245
C 7.434 15.163 9.694
H 8.498 5.555 11.575
H 10.227 11.809 11.668
H 8.601 7.203 13.147
C 14.702 8.678 10.131
O 8.906 12.206 14.247
H 12.180 13.621 12.369
H 9.870 9.192 13.347
C 13.056 10.578 16.451
H 15.839 9.310 11.810
O 6.962 11.341 16.124
C 9.383 7.473 7.356
H 7.686 16.636 11.247
C 11.280 11.757 11.392
C 8.266 15.970 10.608
C 9.160 12.272 15.645
H 15.556 8.640 9.454
H 5.280 9.504 10.258
C 7.914 12.296 16.448
H 7.065 9.838 12.072
O 10.400 9.400 8.331
C 10.359 7.944 15.111
H 10.399 10.182 7.775
H 14.084 10.969 14.931
H 13.186 11.613 16.767
O 8.567 9.522 10.619
O 8.336 7.785 13.863
H 13.224 12.414 12.354
H 10.283 5.545 10.142
O 8.829 7.719 6.097
C 12.148 12.537 12.475
H 9.548 7.202 10.376
H 14.064 7.353 11.427
O 13.238 10.525 15.024
H 11.276 8.461 15.395
H 8.879 7.086 16.032
H 11.955 5.647 12.493
C 11.448 6.941 11.300
C 10.057 6.355 10.836
H 7.150 10.911 10.773
C 13.981 9.632 17.213
H 8.672 9.690 9.679
O 8.208 14.438 8.752
O 11.603 12.214 13.696
H 13.999 9.787 18.292
C 14.926 9.633 11.308
O 12.403 5.958 11.702
O 14.602 7.348 10.632
H 7.375 13.228 16.275
H 13.112 9.846 11.961
O 13.903 9.410 12.284
H 9.754 12.311 13.810
O 13.559 8.346 17.032
C 10.656 8.297 7.518
H 12.018 10.265 16.558
H 12.159 11.480 13.966
H 8.993 9.597 14.771
H 9.891 13.054 15.847
H 9.051 14.181 11.022
H 13.752 8.088 16.128
H 9.059 16.491 10.070
H 14.990 9.695 16.807
*
```

Summary:
Orbital gap: 0.34102 Ha
E_HOMO: -9.297 eV
Energy: -56390.0280 eV
Energy above the lowest of the compared OMol25 structures with the same formula, charge and spin: 282.0 kJ/mol
SMILES: OCCO.OCCO.OCCO.OCCO.OCCO.OCCO.OCCO.OCCO.OCCO

These are the Löwdin partial charges, in e, on atoms 1 to 5: atom 1 (H): 0.0998, atom 2 (H): 0.1163, atom 3 (O): -0.0703, atom 4 (H): 0.0863, atom 5 (H): 0.1019



- The highest energy belongs to which entry?
  C3H5CsO3



- Which of these has the lowest energy?
  C37H85AsF7N2O19S5



- The lowest energy belongs to which entry?
  C37H85AsF7N2O19S5